{
  "formula": "C8H16FK2O6",
  "method": "ωB97M-V/def2-TZVPD",
  "elements": ["K", "K", "F", "C", "C", "O", "C", "O", "O", "C", "H", "H", "H", "H", "H", "H", "H", "H", "C", "C", "O", "C", "O", "O", "C", "H", "H", "H", "H", "H", "H", "H", "H"],
  "coordinates": [[24.438, 30.551, 9.186], [27.154, 30.519, 6.514], [26.016, 28.541, 8.067], [23.039, 25.668, 9.099], [22.849, 26.897, 8.293], [21.996, 26.618, 7.194], [21.143, 27.449, 6.689], [20.955, 28.612, 7.012], [20.467, 26.845, 5.713], [19.427, 27.601, 5.097], [22.079, 25.395, 9.545], [23.743, 25.726, 9.931], [23.415, 24.813, 8.536], [23.758, 27.303, 7.828], [22.548, 27.759, 8.898], [19.762, 28.570, 4.745], [18.686, 27.821, 5.876], [18.807, 27.018, 4.423], [28.883, 27.677, 16.508], [28.667, 26.839, 15.278], [28.306, 27.625, 14.145], [28.079, 27.015, 12.980], [28.235, 25.850, 12.743], [27.556, 27.916, 12.147], [26.732, 27.401, 11.100], [29.136, 27.009, 17.332], [27.999, 28.244, 16.806], [29.711, 28.375, 16.387], [27.882, 26.099, 15.445], [29.615, 26.343, 15.056], [26.054, 28.206, 10.841], [26.162, 26.491, 11.290], [27.367, 27.124, 10.259]],
  "atomic_forces_ev_per_a": [[0.046, -0.905, -0.028], [0.006, -0.953, 0.188], [-0.246, 1.804, -0.188], [-0.189, -1.188, 0.687], [1.513, 1.865, -0.522], [-0.027, -1.502, 0.178], [-1.161, 1.818, -0.367], [0.494, -0.521, 0.179], [0.270, -0.621, -0.453], [-1.341, 0.651, 1.592], [0.043, -0.167, -0.080], [0.022, 0.685, -0.076], [-0.247, 0.159, -0.365], [0.335, -0.565, 0.198], [-0.905, -0.279, -0.003], [0.210, -0.197, -0.468], [0.210, 0.258, 0.114], [0.974, -0.337, -0.546], [-0.154, 0.492, 0.088], [0.583, -0.798, -0.028], [-0.085, 0.949, -0.230], [-0.319, -0.458, 0.802], [0.061, -0.028, -0.037], [-0.553, 0.135, 0.205], [0.577, -0.339, -0.903], [0.001, -0.045, -0.019], [-0.031, -0.039, -0.100], [-0.026, -0.009, -0.080], [0.124, -0.089, -0.068], [-0.229, -0.295, -0.093], [0.073, 0.025, -0.202], [0.099, 0.128, 0.847], [-0.129, 0.365, -0.226]],
  "gap_ha": 0.29772,
  "homo_ev": -12.50,
  "charge": 1,
  "lumo_ev": -4.40
}

{
  "formula": "BH26O11",
  "method": "ωB97M-V/def2-TZVPD",
  "elements": ["B", "H", "H", "H", "H", "O", "H", "H", "O", "H", "H", "O", "H", "H", "O", "H", "H", "O", "H", "H", "O", "H", "H", "O", "H", "H", "O", "H", "H", "O", "H", "H", "O", "H", "H", "O", "H", "H"],
  "coordinates": [[0.324, -0.002, 0.853], [0.899, -0.534, 1.546], [0.222, -0.541, -0.249], [-0.635, 0.264, 1.235], [1.004, 1.003, 0.514], [3.178, -2.468, 0.133], [3.839, -1.756, 0.591], [2.412, -2.071, 0.593], [-1.823, 0.100, -3.423], [-2.330, 0.704, -2.993], [-0.870, 0.229, -2.809], [-2.285, -1.917, -0.787], [-2.546, -2.477, -0.168], [-1.366, -1.713, -0.651], [1.040, -2.678, -2.053], [0.419, -3.376, -2.137], [0.936, -2.020, -1.338], [2.924, -0.091, -1.199], [2.139, 0.056, -0.497], [3.251, -1.013, -1.135], [0.751, 1.370, -2.582], [1.510, 1.265, -2.136], [0.796, 2.253, -2.776], [-2.708, 2.634, 1.735], [-2.723, 3.241, 0.963], [-1.826, 2.445, 1.879], [1.512, 1.887, 3.413], [0.891, 1.344, 3.011], [2.402, 1.639, 2.897], [-0.664, 3.245, -0.780], [-0.058, 3.903, -1.088], [-0.035, 2.503, -0.506], [-0.151, -3.015, 2.680], [0.078, -3.229, 3.549], [0.307, -2.227, 2.400], [-3.902, 0.350, 0.130], [-3.801, 0.966, 1.037], [-3.111, -0.256, 0.136]],
  "atomic_forces_ev_per_a": [[1.403, 2.100, -5.634], [3.227, -3.146, 3.673], [-0.123, -0.453, 0.127], [-4.057, 1.268, 1.546], [-0.205, 0.060, 0.324], [2.235, 3.147, 2.654], [-1.629, -2.736, -1.756], [-0.473, -0.667, -0.493], [6.593, -2.075, 0.780], [-2.707, 2.738, 2.011], [-3.870, -0.571, -2.882], [0.984, 3.707, -4.459], [-1.600, -3.921, 4.414], [0.669, 0.202, 0.241], [1.810, 1.290, -0.339], [-1.207, -0.313, 0.677], [-0.679, -0.928, -0.439], [-1.736, 0.735, 1.777], [2.385, -0.832, -1.997], [-0.856, 0.594, 0.053], [-3.878, -2.116, -1.691], [4.619, -1.713, 2.689], [-0.595, 3.512, -1.176], [-3.165, 1.390, -0.915], [0.203, -0.766, 0.624], [2.973, -0.722, 0.290], [5.079, 0.883, -0.281], [-1.921, -1.731, -1.457], [-3.191, 0.843, 1.677], [0.791, -1.701, 0.874], [0.422, 0.817, -0.258], [-1.405, 0.925, -0.379], [-1.028, -0.320, -2.050], [0.711, -0.195, 1.947], [0.241, 0.603, 0.027], [0.960, 1.670, 3.636], [0.019, -2.426, -3.732], [-0.997, 0.850, -0.101]],
  "gap_ha": 0.35358,
  "homo_ev": -7.06,
  "charge": -1,
  "lumo_ev": 2.56
}

{
  "formula": "C53H44AsBrCdF6N3O4S3",
  "method": "ωB97M-V/def2-TZVPD",
  "elements": ["Cd", "S", "C", "C", "C", "C", "C", "C", "As", "C", "C", "C", "C", "C", "C", "C", "C", "C", "C", "C", "C", "H", "H", "H", "H", "H", "H", "H", "H", "H", "H", "H", "H", "H", "H", "Br", "C", "C", "C", "C", "C", "C", "N", "N", "C", "C", "C", "C", "O", "C", "N", "C", "C", "C", "C", "H", "H", "H", "H", "H", "H", "H", "H", "H", "O", "S", "C", "C", "C", "C", "S", "O", "C", "C", "C", "C", "C", "C", "C", "C", "C", "C", "C", "C", "H", "H", "H", "H", "H", "H", "H", "H", "H", "H", "H", "H", "H", "H", "H", "H", "H", "H", "C", "C", "O", "C", "F", "F", "F", "C", "F", "F", "F", "H", "H", "H"],
  "coordinates": [[-0.195, 1.511, 0.189], [0.874, 3.645, 0.901], [2.609, 3.636, 0.641], [3.312, 4.729, 1.189], [4.682, 4.840, 1.093], [5.422, 3.852, 0.446], [4.750, 2.782, -0.108], [3.355, 2.669, -0.051], [2.539, 1.017, -0.725], [3.638, -0.084, 0.479], [3.316, 0.020, 1.832], [3.983, -0.744, 2.778], [4.983, -1.624, 2.383], [5.322, -1.718, 1.041], [4.652, -0.952, 0.092], [3.514, 0.812, -2.410], [4.105, 1.885, -3.071], [4.751, 1.695, -4.286], [4.808, 0.432, -4.859], [4.188, -0.638, -4.224], [3.532, -0.445, -3.016], [2.738, 5.485, 1.714], [5.185, 5.692, 1.538], [6.502, 3.909, 0.390], [5.318, 1.996, -0.593], [2.527, 0.695, 2.147], [3.710, -0.658, 3.822], [5.494, -2.236, 3.118], [6.104, -2.398, 0.723], [4.927, -1.046, -0.949], [4.065, 2.875, -2.635], [5.214, 2.537, -4.786], [5.328, 0.281, -5.798], [4.208, -1.623, -4.673], [3.019, -1.270, -2.536], [-5.258, 0.355, 5.436], [-5.754, 1.646, 4.129], [-7.018, 1.595, 3.570], [-7.364, 2.519, 2.596], [-6.444, 3.461, 2.143], [-5.190, 3.520, 2.755], [-4.842, 2.618, 3.748], [-6.876, 4.419, 1.195], [-6.173, 4.809, 0.229], [-5.028, 4.188, -0.262], [-4.151, 5.068, -0.910], [-2.875, 4.734, -1.309], [-2.342, 3.448, -1.055], [-1.177, 3.091, -1.358], [-3.277, 2.484, -0.439], [-2.782, 1.247, -0.271], [-3.588, 0.273, 0.083], [-4.970, 0.457, 0.207], [-5.481, 1.722, 0.068], [-4.619, 2.814, -0.163], [-7.722, 0.837, 3.886], [-8.348, 2.495, 2.140], [-4.474, 4.267, 2.432], [-3.861, 2.656, 4.200], [-4.507, 6.087, -1.029], [-2.229, 5.461, -1.787], [-3.134, -0.705, 0.225], [-5.617, -0.388, 0.405], [-6.549, 1.880, 0.094], [-0.565, -0.267, -1.428], [-1.548, -0.516, -2.524], [-2.029, -2.244, -2.344], [-0.903, -3.258, -2.142], [-1.005, -3.893, -0.746], [-0.598, -2.964, 0.407], [1.199, -2.660, 0.630], [1.816, -2.468, -0.719], [1.659, -4.345, 1.104], [2.233, -5.173, 0.154], [2.649, -6.448, 0.518], [2.504, -6.877, 1.833], [1.953, -6.029, 2.784], [1.532, -4.757, 2.423], [-0.563, -0.609, -4.024], [0.544, 0.226, -4.058], [1.341, 0.265, -5.193], [1.024, -0.523, -6.291], [-0.094, -1.348, -6.256], [-0.899, -1.385, -5.127], [-2.658, -2.462, -3.207], [-2.681, -2.190, -1.467], [0.073, -2.791, -2.244], [-0.980, -4.035, -2.905], [-0.398, -4.799, -0.698], [-2.043, -4.206, -0.593], [-0.897, -3.369, 1.379], [-1.015, -1.955, 0.303], [2.362, -4.799, -0.856], [3.095, -7.098, -0.224], [2.828, -7.871, 2.117], [1.865, -6.354, 3.813], [1.114, -4.084, 3.164], [0.777, 0.836, -3.196], [2.215, 0.905, -5.211], [1.645, -0.488, -7.178], [-0.341, -1.966, -7.111], [-1.776, -2.021, -5.117], [-2.122, -1.153, 2.950], [-0.859, -0.275, 2.920], [-0.304, -0.157, 1.688], [0.173, -0.964, 3.861], [1.286, -0.248, 4.073], [0.561, -2.136, 3.307], [-0.334, -1.269, 5.079], [-1.239, 1.091, 3.553], [-2.094, 1.744, 2.731], [-0.192, 1.894, 3.747], [-1.872, 0.972, 4.744], [-1.850, -2.165, 2.647], [-2.840, -0.747, 2.242], [-2.576, -1.187, 3.939]],
  "atomic_forces_ev_per_a": [[-0.404, -0.265, -0.231], [0.089, 0.066, 0.184], [-0.041, -0.066, -0.070], [0.030, 0.002, -0.004], [-0.030, -0.002, -0.014], [0.003, 0.008, -0.008], [-0.131, -0.003, -0.011], [0.057, 0.011, 0.072], [0.660, 0.234, 0.448], [-0.130, -0.273, 0.005], [-0.073, 0.025, -0.091], [0.069, -0.021, -0.022], [-0.005, 0.024, -0.022], [-0.049, 0.031, -0.019], [-0.034, 0.031, 0.008], [-0.155, -0.099, -0.060], [-0.047, 0.076, -0.027], [-0.004, -0.018, -0.050], [0.046, -0.100, 0.067], [0.171, 0.020, 0.069], [0.085, 0.014, 0.070], [0.023, -0.020, -0.006], [-0.029, -0.014, -0.002], [-0.022, 0.012, -0.005], [0.043, -0.030, -0.006], [-0.007, -0.026, 0.011], [0.015, -0.011, -0.030], [-0.012, 0.036, -0.018], [-0.015, 0.015, 0.002], [-0.016, -0.018, -0.043], [0.021, -0.013, 0.002], [-0.007, 0.007, 0.015], [-0.025, 0.009, 0.006], [-0.024, -0.006, -0.008], [-0.011, -0.105, 0.069], [-0.042, 0.049, -0.023], [-0.004, -0.074, 0.046], [-0.021, 0.010, -0.049], [-0.022, -0.042, -0.105], [0.144, -0.253, 0.152], [0.038, 0.029, -0.027], [-0.013, 0.092, -0.057], [0.051, 0.301, -0.004], [-0.279, -0.246, -0.233], [0.296, 0.090, 0.051], [-0.072, -0.031, 0.167], [0.064, 0.037, -0.021], [0.008, 0.051, 0.008], [-0.088, -0.194, 0.002], [0.036, 0.056, -0.184], [0.038, 0.020, 0.355], [0.027, -0.021, -0.130], [-0.029, 0.014, -0.026], [-0.009, -0.035, 0.035], [-0.112, 0.027, -0.024], [-0.006, 0.020, 0.009], [0.009, 0.016, 0.050], [-0.001, -0.038, 0.020], [-0.059, 0.008, 0.009], [-0.003, -0.044, -0.055], [-0.035, -0.030, 0.024], [-0.020, 0.078, 0.028], [-0.001, 0.008, -0.023], [-0.005, 0.043, 0.140], [0.330, -0.073, 0.060], [-0.110, 0.134, -0.194], [-0.031, 0.173, -0.104], [-0.063, 0.038, 0.312], [0.405, 0.028, 0.165], [0.012, -0.039, -0.274], [0.134, -0.012, -0.392], [-0.105, -0.098, -0.252], [-0.040, 0.080, -0.088], [0.052, -0.062, -0.064], [-0.037, 0.055, 0.091], [0.025, -0.039, -0.110], [0.012, -0.017, -0.024], [-0.143, 0.020, 0.179], [0.098, 0.026, 0.061], [-0.099, -0.030, -0.049], [-0.096, 0.091, -0.122], [-0.023, 0.044, 0.057], [0.000, 0.025, -0.029], [-0.044, -0.056, 0.016], [-0.098, -0.027, 0.035], [-0.054, -0.098, -0.102], [0.094, 0.105, -0.038], [0.003, -0.003, 0.026], [0.013, -0.054, -0.069], [0.009, -0.047, 0.126], [-0.042, 0.003, -0.168], [0.151, -0.155, 0.105], [-0.007, 0.017, 0.050], [-0.003, -0.019, 0.015], [0.016, 0.031, -0.006], [-0.024, 0.007, -0.012], [0.127, -0.262, -0.118], [0.005, -0.022, 0.022], [-0.144, -0.015, -0.006], [0.001, -0.031, 0.029], [-0.007, 0.037, 0.032], [0.048, 0.004, 0.008], [0.007, -0.038, 0.077], [0.158, -0.085, 0.143], [-0.209, 0.408, 0.041], [-0.097, 0.226, -0.005], [-0.182, -0.134, 0.007], [-0.127, 0.216, 0.412], [0.117, -0.015, -0.078], [-0.003, 0.044, -0.123], [0.122, -0.059, 0.000], [-0.009, 0.041, -0.037], [0.083, 0.038, -0.121], [-0.119, 0.146, 0.041], [0.006, -0.001, 0.080], [-0.039, -0.025, -0.023]],
  "gap_ha": 0.23623,
  "homo_ev": -4.46,
  "charge": -1,
  "lumo_ev": 1.97
}

{
  "formula": "ClPb",
  "method": "ωB97M-V/def2-TZVPD",
  "elements": ["Pb", "Cl"],
  "coordinates": [[-0.338, -1.158, 0.033], [0.338, 1.158, -0.033]],
  "atomic_forces_ev_per_a": [[0.287, 0.985, -0.029], [-0.287, -0.985, 0.029]],
  "gap_ha": 0.35036,
  "homo_ev": -16.62,
  "charge": 1,
  "lumo_ev": -7.08
}

{
  "formula": "C5H12NO",
  "method": "ωB97M-V/def2-TZVPD",
  "elements": ["C", "O", "C", "C", "C", "C", "N", "H", "H", "H", "H", "H", "H", "H", "H", "H", "H", "H", "H"],
  "coordinates": [[-1.771, -0.124, -2.020], [-1.835, 0.048, -3.337], [-0.266, -0.356, -1.453], [-0.271, -0.593, 0.050], [1.064, -0.226, 0.652], [1.485, 0.244, 4.062], [1.448, 1.019, 0.916], [-2.060, 0.817, -1.502], [-2.355, -1.019, -1.661], [0.232, 0.606, -1.609], [0.201, -1.152, -2.032], [-1.014, 0.007, 0.595], [-0.527, -1.651, 0.273], [1.860, -0.973, 0.511], [0.678, 0.617, 1.646], [1.594, -0.693, 3.516], [2.290, 0.206, 4.807], [1.653, 1.087, 3.394], [0.527, 0.383, 4.565]],
  "atomic_forces_ev_per_a": [[0.879, -0.006, -0.675], [0.237, -0.304, -0.051], [-0.891, 0.984, -0.124], [-0.362, -1.108, 1.741], [2.124, 0.624, -3.073], [0.649, 0.106, 0.455], [-1.623, -2.807, 1.801], [-0.400, -0.231, 0.711], [-0.087, 0.302, 0.384], [0.170, -0.242, -0.366], [0.123, -0.023, 0.082], [-0.251, 0.183, -0.571], [0.199, 0.367, -0.095], [0.060, -0.429, -0.196], [-0.246, 2.706, 0.129], [-0.495, 0.093, -0.100], [-0.237, 0.271, 0.014], [0.130, -0.132, 0.025], [0.020, -0.354, -0.090]],
  "gap_ha": 0.21094,
  "homo_ev": -2.48,
  "charge": -1,
  "lumo_ev": 3.26
}